Entry from the OMol25 dataset: a molecular structure, C41H38F3LaN2OSb2 (ωB97M-V/def2-TZVPD).

```
! RIJCOSX wB97M-V def2-TZVPD def2/J DEFGRID3
* xyz 2 1
La 0.530 1.424 -0.349
C 4.163 -0.632 2.376
C 3.551 -1.493 3.526
C 2.485 -0.724 4.319
Sb 0.629 0.057 3.233
C -0.190 -1.707 2.304
C -0.482 -1.742 0.944
C -0.907 -2.920 0.275
C -1.263 -4.003 1.033
C -1.047 -3.990 2.413
C -0.419 -2.883 3.019
C -0.653 -0.077 4.951
C -1.857 -0.767 4.882
C -2.610 -1.084 6.003
C -2.077 -0.806 7.267
C -0.876 -0.128 7.359
C -0.132 0.188 6.216
Sb 2.947 -0.879 0.603
C 3.299 1.193 -0.190
C 2.810 2.405 0.461
C 2.227 3.457 -0.310
C 2.466 3.500 -1.694
C 3.146 2.458 -2.297
C 3.512 1.322 -1.554
C 4.003 -2.247 -0.640
C 5.308 -2.007 -1.035
C 5.948 -2.953 -1.905
C 5.372 -4.181 -2.179
C 4.025 -4.406 -1.812
C 3.351 -3.388 -1.139
H 5.137 -1.081 2.057
H 4.268 0.440 2.543
H 4.398 -1.768 4.161
H 3.078 -2.437 3.195
H 2.999 0.166 4.724
H 2.077 -1.276 5.156
H -0.545 -0.793 0.408
H -1.149 -2.886 -0.796
H -1.714 -4.830 0.508
H -1.298 -4.834 3.028
H -0.221 -2.904 4.089
H -2.379 -0.929 3.880
H -3.599 -1.501 5.973
H -2.732 -0.994 8.150
H -0.494 0.213 8.296
H 0.845 0.711 6.329
H 2.899 2.460 1.518
H 1.712 4.270 0.187
H 2.211 4.352 -2.313
H 3.343 2.488 -3.365
H 3.967 0.518 -2.127
H 5.866 -1.120 -0.683
H 6.887 -2.740 -2.284
H 5.924 -4.956 -2.740
H 3.428 -5.216 -2.259
H 2.322 -3.554 -0.805
F 0.016 3.911 -8.916
C -1.125 3.516 -8.262
F -1.770 4.711 -7.967
F -1.918 2.864 -9.106
C -0.796 2.813 -6.972
C -1.334 3.261 -5.740
C -1.139 2.568 -4.586
C -0.271 1.445 -4.584
C 0.433 1.120 -5.729
C 0.127 1.722 -6.952
C -0.019 0.700 -3.352
C 0.391 0.206 -2.299
H -1.896 4.227 -5.756
H -1.598 2.896 -3.640
H 1.223 0.375 -5.653
H 0.621 1.365 -7.849
N -1.893 1.432 0.205
C -3.066 1.416 0.212
N -4.335 1.206 0.011
C -4.966 -0.099 0.004
C -6.228 -0.146 0.873
O -7.096 0.933 0.586
C -6.420 2.248 0.659
C -5.273 2.290 -0.390
H -4.244 -0.873 0.264
H -5.346 -0.278 -1.021
H -6.016 -0.259 1.970
H -6.877 -1.058 0.649
H -5.951 2.391 1.680
H -7.240 2.988 0.496
H -4.721 3.215 -0.384
H -5.765 2.111 -1.364
*
```

Properties
HOMO level: -13.20 eV
E: -2580.883417 Ha
Relative energy (zero: lowest compared OMol25 entry of this formula, charge and spin): 0.141 eV
Largest force on an atom: 2.80 eV Å⁻¹

Atom charges from the Mulliken analysis, given in e for atoms 1 to 4: atom 1 (La): 1.569, atom 2 (C): -1.086, atom 3 (C): -0.483, atom 4 (C): -1.238